The following is a DFT calculation (ωB97M-V/def2-TZVPD) of a structure of composition C31H61Cl2F6N6O5SbSi2Sr at a distorted geometry.

XYZ file:
```
115
Properties=species:S:1:pos:R:3
Sr -1.8353 -0.0771 0.9680
N -5.3296 0.7299 -1.8212
C -4.6395 -0.1747 -1.1309
N -3.3451 0.0468 -1.2713
C -3.3133 1.1626 -2.0485
N -4.4955 1.5985 -2.4230
C -2.0617 1.8568 -2.3762
C -2.0667 3.0105 -3.1601
N -0.9518 3.6721 -3.4266
C 0.1630 3.1853 -2.8955
C 0.1706 2.0414 -2.1075
N -0.9419 1.3603 -1.8445
H -6.3267 0.8512 -1.8910
H -5.0909 -0.9645 -0.5532
H -2.9932 3.4003 -3.5601
H 1.0846 3.7188 -3.0939
H 1.0981 1.6862 -1.6766
Cl 0.9617 -2.0268 1.9948
C 2.0864 -0.8336 1.3255
Cl 1.4902 -0.2120 -0.2206
H 3.0398 -1.3238 1.1609
H 2.1650 0.0127 2.0003
F -2.1597 -2.4374 0.7698
Sb -3.0119 -2.5170 2.5481
F -1.6394 -3.7148 2.9717
F -1.9014 -1.0646 3.1707
F -3.8406 -2.6108 4.2030
F -4.0795 -1.0721 1.8573
F -4.1271 -3.8134 1.7937
O -2.5485 2.1459 0.8715
N -1.9590 2.3513 1.8974
C 4.3916 1.5914 1.9798
C 3.5519 2.7849 1.5285
C 3.7187 3.9287 2.5209
C 3.9586 3.2251 0.1263
O 2.1879 2.3274 1.4204
Si 0.8308 2.7805 2.2436
O -0.3236 1.7997 1.6006
O 1.1403 2.4992 3.8165
C 0.4385 2.7103 5.0492
C -0.7867 1.8057 5.0766
C 1.4243 2.3200 6.1443
C 0.0452 4.1752 5.1785
O 0.4977 4.3606 2.0558
C 0.0307 5.1852 0.9860
C 1.0061 6.3526 0.8669
C -1.3545 5.6860 1.3730
C -0.0163 4.3893 -0.3160
H 5.4322 1.8797 2.1284
H 4.3694 0.8033 1.2233
H 4.0139 1.1991 2.9244
H 4.7515 4.2787 2.4894
H 3.4973 3.6046 3.5352
H 3.0694 4.7652 2.2796
H 5.0138 3.4982 0.0947
H 3.3748 4.0898 -0.1883
H 3.7886 2.4150 -0.5842
H -0.4888 0.7628 4.9627
H -1.4849 2.0587 4.2758
H -1.3115 1.9085 6.0269
H 1.7104 1.2722 6.0482
H 0.9762 2.4641 7.1279
H 2.3257 2.9295 6.0863
H -0.6269 4.4731 4.3766
H 0.9284 4.8112 5.1350
H -0.4590 4.3458 6.1300
H 1.1064 6.8570 1.8274
H 0.6525 7.0751 0.1321
H 1.9901 6.0064 0.5526
H -1.3020 6.2508 2.3031
H -2.0448 4.8528 1.5094
H -1.7485 6.3418 0.5968
H 0.9666 3.9758 -0.5476
H -0.3134 5.0416 -1.1373
H -0.7370 3.5693 -0.2502
C -1.8244 -2.0279 -3.3689
C -0.7117 -2.9907 -3.8212
C 0.3461 -2.1458 -4.5494
C -1.2838 -4.0314 -4.8190
Si -0.0462 -4.0338 -2.3983
C -1.2299 -5.1217 -1.4125
C -2.7068 -4.7043 -1.5101
C -0.8540 -5.2077 0.0853
C -1.0737 -6.5283 -2.0543
C 1.8090 -4.3518 -2.2657
C 2.6827 -3.0898 -2.3795
C 2.2401 -5.1037 -0.9968
C 2.0678 -5.2613 -3.5034
H -2.1199 -1.4417 -4.2411
H -1.4813 -1.3226 -2.6107
H -2.7145 -2.5273 -2.9857
H -0.1509 -1.6376 -5.3772
H 1.1600 -2.7320 -4.9766
H 0.7712 -1.3777 -3.9024
H -1.7104 -3.4767 -5.6576
H -2.0805 -4.6464 -4.4006
H -0.5176 -4.6908 -5.2288
H -2.8843 -3.7368 -1.0460
H -3.2909 -5.4404 -0.9572
H -3.0908 -4.6872 -2.5315
H -0.6307 -4.2414 0.5316
H -0.0113 -5.8728 0.2641
H -1.7121 -5.6120 0.6214
H -1.3795 -6.5631 -3.1007
H -1.7282 -7.2060 -1.5030
H -0.0620 -6.9243 -1.9714
H 2.4397 -2.3523 -1.6158
H 2.6279 -2.6032 -3.3530
H 3.7197 -3.3921 -2.2292
H 2.0288 -4.5357 -0.0912
H 3.3185 -5.2571 -1.0515
H 1.7833 -6.0883 -0.9006
H 1.8208 -4.7803 -4.4503
H 1.5490 -6.2191 -3.4564
H 3.1382 -5.4770 -3.5254
```

Properties
HOMO energy (spin up / spin down) ... -9.995 / -11.472 eV
Spin multiplicity ... 2
Gap between HOMO and LUMO (spin up / spin down) ... 5.7 / 7.2 eV
LUMO energy (spin up / spin down) ... -4.29 / -4.29 eV
DFT total energy ... -116798.038 eV
Total charge ... +1
F_max ... 2.1 eV Å⁻¹
Energy above the lowest of the compared OMol25 structures with the same formula, charge and spin ... 55.0 kcal per mole

Löwdin population analysis, charges in e, atoms 1 to 2: 1.4685 0.0541



The following is a DFT calculation (ωB97M-V/def2-TZVPD) of the molecule C17H31N3O3.

XYZ file:
```
54
Properties=species:S:1:pos:R:3
C -4.7696 0.0789 -0.3933
C -4.1378 1.0981 -1.3383
O -3.9305 2.3753 -0.7677
C -3.0184 2.4539 0.3025
C -1.5711 2.1286 -0.0850
H -1.4552 1.0552 -0.2457
H -1.3348 2.6426 -1.0201
C -0.5973 2.5663 1.0074
N 0.7570 2.1836 0.6829
C 1.4240 1.2173 1.3378
O 1.0176 0.6650 2.3414
C 2.7694 0.8661 0.6939
N 2.6311 0.6901 -0.7404
C 1.9536 -0.3407 -1.3479
O 2.0337 -0.5292 -2.5477
N 1.1588 -1.0715 -0.5236
H 1.1696 -0.9202 0.4697
C 0.4139 -2.2222 -0.9871
C -1.0838 -2.0474 -0.7128
C -1.3912 -2.0848 0.7825
C -0.8949 -3.3922 1.3921
C 0.6044 -3.5515 1.1610
C 0.9263 -3.5099 -0.3315
H 0.4537 -4.3607 -0.8262
H 2.0043 -3.5876 -0.4875
H 0.9464 -4.5005 1.5794
H 1.1356 -2.7534 1.6846
H -1.1089 -3.4071 2.4625
H -1.4239 -4.2299 0.9309
H -2.4691 -1.9942 0.9354
H -0.9125 -1.2437 1.2894
H -1.6230 -2.8550 -1.2120
H -1.4199 -1.1046 -1.1495
H 0.5875 -2.2641 -2.0681
C 3.6338 1.4394 -1.4812
C 4.6635 1.8225 -0.4231
H 5.3775 1.0106 -0.2820
C 3.8060 1.9898 0.8310
H 3.3092 2.9614 0.8216
H 4.3758 1.9020 1.7533
H 5.2083 2.7276 -0.6816
H 3.1804 2.3311 -1.9331
H 4.0334 0.8200 -2.2861
H 3.1429 -0.0506 1.1759
H 1.1200 2.4851 -0.2093
H -0.8408 2.0808 1.9556
H -0.6441 3.6517 1.1434
H -3.3306 1.8142 1.1386
H -3.0818 3.4962 0.6286
H -4.8152 1.2942 -2.1734
H -3.1994 0.6980 -1.7459
H -5.0406 -0.8102 -0.9556
H -5.6647 0.4969 0.0606
H -4.0783 -0.2112 0.3941
```

Properties
HOMO energy ... -9.116 eV
Gap between HOMO and LUMO ... 9.9 eV
LUMO energy ... 0.76 eV
DFT total energy ... -28746.679 eV
SMILES ... CCOCCCNC(=O)[C@@H]1CCCN1C(=O)NC1CCCCC1
F_max ... 0.5 eV Å⁻¹
Energy above the lowest of the compared OMol25 structures with the same formula, charge and spin ... 6.2 kcal per mole

Löwdin population analysis, charges in e, atoms 1 to 2: -0.0698 -0.2682



The following is a DFT calculation (ωB97M-V/def2-TZVPD) of a structure of composition C4H32BO24 at a distorted geometry.

XYZ file:
```
61
Properties=species:S:1:pos:R:3
O -0.7890 -2.9978 -1.1585
C -0.5870 -1.7878 -1.0655
O -1.2540 -1.0928 -0.1915
B -0.6550 0.1662 -0.1355
O 0.3660 0.1642 -1.2055
C 0.4090 -0.9518 -1.6515
O 1.3740 -1.4578 -2.2415
O -0.0300 0.4952 1.0865
C -0.4820 1.6372 1.4875
O -0.3230 2.1742 2.5735
C -1.3750 2.1012 0.5675
O -1.6240 1.2832 -0.4255
O -1.7710 3.3352 0.4655
O 0.4300 0.9792 -4.3585
H 1.3700 0.8872 -4.5525
H 0.4460 1.3102 -3.4935
O 3.1940 0.7102 -2.2835
H 3.9350 0.9372 -1.8835
H 2.9300 -0.2458 -2.1855
O -2.8810 3.3372 -2.1245
H -3.6260 3.7502 -1.7815
H -2.5750 2.8392 -1.4105
O 2.8010 0.8932 0.6355
H 2.5330 0.6132 -0.4495
H 2.3820 1.6562 0.9535
O -0.1650 4.6442 2.7015
H 0.0670 3.6682 2.7135
H -1.1650 4.5702 2.7815
O 0.4480 -2.2818 2.5485
H 1.1560 -2.7358 3.1095
H 1.0520 -1.5958 2.1815
O 2.3820 -1.6428 -4.7405
H 1.9150 -1.8898 -3.9625
H 3.1800 -1.4608 -4.5505
O 0.5850 2.7302 -2.2265
H 0.9870 2.6242 -1.4015
H -0.1110 3.5132 -2.2345
O -2.8950 4.0512 2.9465
H -3.3950 3.3772 2.4005
H -3.3200 5.0042 2.8445
O -4.4750 -2.1848 0.1465
H -3.7340 -2.1928 0.7875
H -4.2870 -2.9418 -0.3385
O 2.5320 -1.0528 1.4665
H 2.3710 -0.0488 1.3675
H 2.8250 -1.6268 0.7705
O -3.3540 -4.0558 -1.3925
H -3.6830 -3.7178 -2.2635
H -2.4350 -3.7808 -1.4305
O 3.9700 -1.9498 -0.8665
H 3.5470 -2.8318 -0.9215
H 4.7200 -1.9228 -0.2885
O 0.2880 -4.3748 0.7065
H -0.1240 -4.2238 -0.0305
H 0.1890 -3.5658 1.2715
O -2.4080 -2.4638 2.2335
H -2.8350 -1.6848 2.7085
H -1.4150 -2.4058 2.3145
O 1.1650 1.0872 4.7755
H 1.7840 1.6192 4.5485
H 0.4380 1.0062 4.1515
```

Properties
HOMO energy ... -7.654 eV
Gap between HOMO and LUMO ... 8.6 eV
LUMO energy ... 0.95 eV
DFT total energy ... -54486.816 eV
Total charge ... -1
F_max ... 12.4 eV Å⁻¹
Energy above the lowest of the compared OMol25 structures with the same formula, charge and spin ... 184.1 kcal per mole

Löwdin population analysis, charges in e, atoms 1 to 2: 0.1152 -0.3017



The following is a DFT calculation (ωB97M-V/def2-TZVPD) of a cluster of 2 separate species, C5H3ClN2S in total at a distorted geometry.

XYZ file:
```
12
Properties=species:S:1:pos:R:3
C -2.8068 0.9473 -0.0978
C 1.5182 -1.3067 0.1447
C 2.4048 -0.2792 0.1607
C 0.1606 -0.8708 0.0612
C 0.1460 0.4722 -0.0298
N -3.7573 0.2850 -0.0897
N -1.8218 1.7496 0.0551
S 1.6365 1.2662 0.0579
Cl -1.1771 -1.9319 0.0574
H 1.7821 -2.3461 0.1933
H 3.4742 -0.3287 0.2077
H -1.5592 2.3430 -0.7208
```

Properties
HOMO energy (spin up / spin down) ... -9.623 / -9.624 eV
Gap between HOMO and LUMO (spin up / spin down) ... 7.3 / 7.3 eV
LUMO energy (spin up / spin down) ... -2.29 / -2.28 eV
DFT total energy ... -31566.687 eV
F_max ... 4.9 eV Å⁻¹
Energy above the lowest of the compared OMol25 structures with the same formula, charge and spin ... 44.1 kcal per mole

Löwdin population analysis, charges in e, atoms 1 to 2: -0.5071 -0.1962



The following is a DFT calculation (ωB97M-V/def2-TZVPD) of the molecule C2H4N4.

XYZ file:
```
10
Properties=species:S:1:pos:R:3
N -1.6540 1.1056 0.1561
C -0.4795 0.6509 0.1365
C -0.2027 -0.7003 -0.4487
N 1.1187 -0.9189 0.1102
N 1.6045 0.2292 0.6337
N 0.7411 1.1409 0.7128
H -1.0466 -1.2802 -0.0806
H -1.7101 2.0256 0.5795
H -0.2010 -0.7147 -1.5436
H 1.8294 -1.5380 -0.2561
```

Properties
HOMO energy ... -9.614 eV
Gap between HOMO and LUMO ... 9.9 eV
LUMO energy ... 0.30 eV
DFT total energy ... -8097.290 eV
SMILES ... [H]/N=C1/CNN=N1
F_max ... 0.9 eV Å⁻¹
Energy above the lowest of the compared OMol25 structures with the same formula, charge and spin ... 46.7 kcal per mole

Löwdin population analysis, charges in e, atoms 1 to 2: 0.1445 -0.4391



The following is a DFT calculation (ωB97M-V/def2-TZVPD) of the molecule C19H17BF3NOS at a distorted geometry.

XYZ file:
```
43
Properties=species:S:1:pos:R:3
C -1.3523 -5.0890 2.1416
O -0.0581 -4.4576 2.1581
C 0.1392 -3.1731 1.8804
C 1.5142 -2.8268 1.8188
B 2.7921 -3.9553 2.1701
F 2.5756 -4.5291 3.4162
F 2.7789 -4.8931 1.1410
F 3.9013 -3.1083 2.1310
S 1.6247 -1.2738 1.0997
C -0.2701 -0.8563 0.9890
C -0.7681 -2.1505 1.4774
H -1.1644 -6.1706 2.1869
H -1.9345 -4.7831 3.0262
H -1.9033 -4.8566 1.2159
H -0.2888 -0.0766 1.7946
H -1.8045 -2.2528 1.7885
C -2.3998 -0.1521 -0.0707
C -0.8984 -0.3010 -0.2748
N -0.3227 1.0336 -0.7315
C 0.4518 1.2281 -1.8802
C 0.7989 0.3256 -2.8896
C 1.6653 0.7778 -3.9097
C 2.1516 2.1036 -3.9252
C 1.7258 3.0364 -2.9555
C 0.8190 2.6108 -1.9792
C 0.1318 3.2952 -0.9097
C -0.6385 2.2981 -0.2195
C -1.5322 2.6604 0.7821
C -1.4971 3.9944 1.2413
C -0.6310 4.9479 0.6699
C 0.1795 4.6089 -0.4315
H -2.8763 -1.0670 -0.4300
H -2.6652 -0.0481 0.9865
H -2.7874 0.7061 -0.6150
H -0.7054 -0.9760 -1.1237
H 0.3990 -0.6935 -2.8768
H 1.9863 0.0811 -4.6933
H 2.8567 2.4127 -4.7060
H 2.1007 4.0669 -2.9388
H -2.2457 1.9397 1.1820
H -2.1318 4.2807 2.0790
H -0.5842 5.9621 1.0815
H 0.8673 5.3206 -0.8970
```

Properties
HOMO energy ... -8.305 eV
Gap between HOMO and LUMO ... 6.4 eV
LUMO energy ... -1.86 eV
DFT total energy ... -43183.250 eV
F_max ... 3.2 eV Å⁻¹
Energy above the lowest of the compared OMol25 structures with the same formula, charge and spin ... 0.0 kcal per mole

Löwdin population analysis, charges in e, atoms 1 to 2: -0.0200 -0.0587



Which of these has the highest energy above the lowest of the compared OMol25 structures with the same formula, charge and spin? C4H32BO24



Number 4 is which compound? C5H3ClN2S